48
Properties=species:S:1:pos:R:3:forces:R:3 method="wB97M-V/def2-TZVPD" e_above_lowest_kj_mol=255.7 total_energy_ha=-1542.0165 homo_lumo_gap_ha=0.332 multiplicity=1 charge=0 smiles=COc1cccc([C@@H](c2sc3ncnn3c2O)N2C[C@@H](C)O[C@@H](C)C2)c1
C 2.531 4.717 -1.791 0.1 0.2 0.0
O 2.091 3.391 -1.619 -0.1 -0.3 0.1
C 1.654 3.003 -0.391 -0.1 -0.2 0.1
C 1.625 3.814 0.740 0.1 0.2 -0.2
C 1.159 3.301 1.939 -0.1 -0.1 0.1
C 0.724 1.993 2.032 0.0 0.0 0.0
C 0.752 1.179 0.907 0.2 0.1 0.1
C 0.224 -0.239 0.973 -0.1 0.1 0.0
C -1.167 -0.214 0.418 -0.6 -0.2 0.3
S -1.456 0.006 -1.307 0.1 -0.1 -0.1
C -3.146 -0.011 -1.025 -0.4 0.0 0.5
N -4.277 0.078 -1.698 0.5 0.1 -0.6
C -5.206 -0.027 -0.731 0.3 0.0 0.2
N -4.740 -0.176 0.494 -0.5 -0.1 1.0
N -3.416 -0.165 0.303 -0.2 0.2 -1.3
C -2.323 -0.278 1.121 0.8 -0.1 0.1
O -2.471 -0.437 2.449 -0.1 0.0 -0.2
N 1.062 -1.155 0.211 -0.2 0.1 0.1
C 2.433 -1.173 0.693 0.3 -0.2 -0.3
C 3.278 -2.046 -0.240 0.3 0.4 0.2
C 4.726 -2.128 0.222 -0.5 -0.1 -0.2
O 2.762 -3.361 -0.285 0.1 -0.1 0.0
C 1.416 -3.376 -0.713 -0.5 -0.1 0.0
C 0.947 -4.823 -0.735 0.2 0.4 0.0
C 0.550 -2.514 0.213 0.2 -0.2 -0.3
C 1.208 1.685 -0.296 0.1 0.2 0.0
H 2.815 4.798 -2.839 0.0 0.0 0.1
H 3.400 4.938 -1.163 0.0 0.0 0.0
H 1.734 5.436 -1.576 0.0 0.0 0.0
H 1.958 4.839 0.700 0.0 0.1 0.0
H 1.139 3.937 2.812 0.0 0.1 0.1
H 0.361 1.603 2.971 0.0 -0.1 0.1
H 0.139 -0.547 2.034 0.1 0.1 -0.1
H -6.255 0.007 -0.939 -0.3 0.0 0.0
H -3.418 -0.454 2.650 0.0 0.0 0.0
H 2.827 -0.156 0.697 0.1 -0.1 0.0
H 2.491 -1.582 1.718 0.0 0.0 0.0
H 3.226 -1.608 -1.252 0.0 0.0 0.1
H 5.173 -1.138 0.227 0.1 0.1 0.0
H 4.770 -2.548 1.223 0.0 0.0 0.1
H 5.286 -2.774 -0.447 0.1 0.0 -0.1
H 1.358 -2.942 -1.727 0.0 0.0 0.1
H 1.596 -5.406 -1.382 0.0 -0.1 -0.1
H -0.073 -4.883 -1.102 -0.1 0.0 0.0
H 0.996 -5.241 0.267 0.0 -0.1 0.1
H -0.477 -2.517 -0.154 0.0 0.0 0.0
H 0.564 -2.948 1.229 0.0 0.0 0.0
H 1.234 1.061 -1.175 0.1 -0.1 -0.1

48
Properties=species:S:1:pos:R:3:forces:R:3 method="wB97M-V/def2-TZVPD" e_above_lowest_kj_mol=247.2 total_energy_ha=-1219.1387 homo_lumo_gap_ha=0.318 multiplicity=1 charge=0 smiles="CCCOc1ccc(CCC(=O)N/N=C/c2c(C)[nH]c(=O)[nH]c2=O)cc1"
C 0.413 2.967 5.565 0.2 0.0 -0.2
C 1.499 3.129 4.510 -0.1 -0.1 -0.3
C 1.001 2.720 3.128 -0.1 0.0 0.3
O 2.064 2.899 2.215 0.2 0.0 -0.1
C 1.872 2.573 0.909 0.0 0.0 -0.2
C 0.683 2.099 0.369 0.0 0.1 0.4
C 0.609 1.800 -0.982 0.1 0.1 -0.1
C 1.700 1.964 -1.818 -0.2 0.1 -0.1
C 1.631 1.577 -3.270 0.1 -0.1 0.1
C 2.228 0.172 -3.474 0.0 0.1 0.0
C 1.608 -0.823 -2.510 0.2 0.0 -0.2
O 2.199 -1.359 -1.607 0.2 0.0 0.2
N 0.278 -1.051 -2.765 -0.5 0.5 -0.8
N -0.444 -1.839 -1.957 -0.2 -0.4 0.5
C -1.687 -2.000 -2.180 0.3 0.5 -0.6
C -2.524 -2.824 -1.346 -0.1 -0.4 0.5
C -2.079 -3.499 -0.239 -0.2 0.4 -0.6
C -0.675 -3.464 0.232 0.1 -0.1 0.2
N -2.956 -4.252 0.485 0.2 -0.2 0.3
C -4.299 -4.407 0.199 0.1 0.0 0.0
O -5.028 -5.088 0.876 -0.2 -0.2 0.2
N -4.705 -3.716 -0.912 -0.3 0.0 -0.1
C -3.927 -2.912 -1.740 0.2 -0.2 0.3
O -4.432 -2.358 -2.691 -0.1 0.1 -0.2
C 2.885 2.443 -1.270 -0.1 0.0 0.1
C 2.973 2.747 0.070 0.0 0.0 0.2
H -0.449 3.586 5.325 -0.1 0.0 0.0
H 0.788 3.264 6.541 0.0 0.0 0.1
H 0.086 1.931 5.623 -0.1 -0.1 0.1
H 1.830 4.168 4.467 0.1 0.0 0.0
H 2.364 2.514 4.763 0.1 0.0 0.0
H 0.142 3.343 2.839 0.1 -0.1 0.0
H 0.683 1.668 3.139 0.0 0.1 0.0
H -0.192 1.955 0.984 -0.1 0.0 0.1
H -0.327 1.435 -1.381 -0.1 0.0 -0.1
H 0.593 1.598 -3.609 0.0 0.1 0.0
H 2.197 2.287 -3.877 -0.1 0.0 0.0
H 2.073 -0.159 -4.503 0.1 0.0 0.0
H 3.298 0.197 -3.268 -0.1 -0.1 0.0
H -0.180 -0.590 -3.554 0.2 -0.1 0.3
H -2.202 -1.523 -3.020 0.1 0.0 0.0
H -0.363 -2.435 0.405 0.1 0.0 0.0
H -0.010 -3.835 -0.546 0.1 0.0 0.0
H -0.544 -4.049 1.139 0.0 -0.1 0.1
H -2.625 -4.752 1.300 -0.1 0.1 -0.2
H -5.685 -3.799 -1.160 0.2 0.0 0.1
H 3.749 2.580 -1.904 0.1 0.0 -0.1
H 3.890 3.118 0.499 0.1 0.1 0.1

56
Properties=species:S:1:pos:R:3:forces:R:3 method="wB97M-V/def2-TZVPD" e_above_lowest_kj_mol=128.5 total_energy_ha=-3537.5434 s_squared=2.144 homo_lumo_gap_ha="0.194 / 0.214" multiplicity=3 charge=+1
O -1.394 2.603 1.689 -0.2 -2.9 -0.2
V -1.282 1.029 1.869 1.7 2.8 1.8
O 0.251 0.591 -4.642 1.8 0.6 2.3
V 0.914 0.703 -3.216 -4.2 -1.0 0.1
C 1.031 -0.110 4.377 -0.2 0.2 0.3
C 0.428 1.335 4.467 0.7 -1.2 0.7
C 1.421 2.385 3.917 -0.8 -1.2 -0.9
O -0.903 1.403 4.067 -0.1 -0.9 -3.4
H 0.772 -0.686 3.489 0.3 0.6 -0.7
H 0.688 -0.831 5.119 -0.2 0.5 0.6
H 2.112 -0.037 4.496 0.1 -0.2 -0.2
H 0.448 1.580 5.529 -0.4 -0.1 0.4
H 1.778 2.093 2.929 -0.1 0.0 -0.4
H 2.313 2.331 4.541 -0.2 0.8 0.2
H 0.855 3.310 3.810 0.6 0.3 0.4
N 1.385 -0.056 0.066 -2.4 -3.2 3.9
O 0.730 0.541 0.947 -0.7 0.9 1.9
O 1.395 0.438 -1.006 1.3 3.1 -6.2
O 1.803 -1.177 0.272 0.9 -0.2 0.1
N -2.045 0.251 -1.410 0.9 -1.8 0.3
O -2.840 -0.630 -1.661 -0.8 0.3 0.7
O -1.255 0.551 -2.342 1.6 1.2 -1.1
O -1.911 0.763 -0.278 -0.3 0.4 -0.2
N -1.962 -1.401 1.813 2.2 0.1 0.3
C -1.073 -2.426 2.037 -2.1 0.0 -0.4
C -1.542 -3.748 1.967 -0.2 0.5 0.2
C -2.837 -3.990 1.526 -0.5 0.2 0.4
C -3.663 -2.919 1.195 -0.4 -1.2 -0.7
C -3.201 -1.681 1.402 1.3 2.1 -0.1
H -0.031 -2.217 2.230 -0.1 0.3 0.2
H -0.962 -4.579 2.339 0.4 0.1 -0.3
H -3.248 -4.988 1.529 0.2 -0.2 -0.2
H -4.609 -2.940 0.675 -0.2 -0.8 0.3
H -3.745 -0.799 1.096 -0.4 -0.1 0.2
N 0.847 2.906 -2.716 1.8 1.0 0.5
C -0.137 3.813 -3.008 -0.6 -2.1 -0.5
C -0.275 5.027 -2.434 1.9 0.8 1.3
C 0.830 5.462 -1.645 -3.6 1.0 -1.0
C 1.926 4.694 -1.496 0.4 0.7 0.7
C 1.899 3.414 -1.970 -0.9 -1.3 -0.7
H -0.928 3.510 -3.678 0.1 -0.6 -0.1
H -1.186 5.594 -2.559 0.2 0.1 -0.1
H 0.683 6.404 -1.138 0.5 0.2 0.1
H 2.661 5.196 -0.885 0.8 -0.9 0.0
H 2.707 2.760 -1.678 0.0 -0.4 -0.3
N 0.864 -1.565 -2.951 2.2 -1.7 -0.1
C 2.118 -2.219 -2.778 -2.8 -0.2 0.5
C 2.205 -3.606 -2.724 0.1 0.7 -0.8
C 1.084 -4.425 -2.962 1.3 1.1 0.8
C -0.124 -3.788 -3.085 -0.2 -0.3 0.6
C -0.209 -2.400 -3.067 0.8 1.3 -0.1
H 2.989 -1.659 -2.470 -0.1 0.5 -0.3
H 3.198 -3.993 -2.546 -0.1 -0.3 0.0
H 1.191 -5.498 -2.896 -0.2 0.0 -0.2
H -0.998 -4.419 -3.013 -0.4 0.4 -0.5
H -1.165 -1.902 -3.139 -0.1 0.1 0.0

43
Properties=species:S:1:pos:R:3:forces:R:3 method="wB97M-V/def2-TZVPD" e_above_lowest_kj_mol=1166.8 total_energy_ha=-924.3513 homo_lumo_gap_ha=0.319 multiplicity=1 charge=0
C -1.540 1.740 0.298 4.9 3.0 -1.4
C -1.235 1.695 1.665 3.9 -1.4 4.4
O -0.235 2.680 1.953 -0.5 2.1 1.5
C 0.963 2.868 1.481 1.9 3.0 -1.8
C 1.414 4.279 1.421 4.0 -6.1 -1.3
C 2.827 4.443 1.134 -2.0 1.6 -0.7
C 3.557 3.381 0.764 5.7 -2.0 -5.0
C 3.081 2.114 0.433 -3.2 1.9 3.5
C 1.825 1.880 0.952 -2.8 -2.5 0.4
O 1.172 0.543 1.064 4.2 0.9 -1.0
C 2.085 -0.557 0.393 -9.9 3.8 -2.8
C 1.063 -1.622 0.343 -3.0 -3.5 1.0
O -0.178 -1.419 -0.662 5.3 -0.1 2.4
C -0.975 -2.479 -0.711 -2.0 7.5 -9.0
C -1.237 -3.445 0.002 1.8 -9.3 11.1
C -2.286 -4.338 0.071 -5.0 1.3 -5.6
C -3.377 -4.079 -0.991 7.1 1.5 4.1
C -3.067 -2.979 -1.793 -4.0 -0.1 -3.8
C -1.937 -2.245 -1.854 2.1 -0.1 5.2
C -1.695 -1.023 -2.551 -3.2 1.2 -7.8
C -0.760 -1.256 -3.829 0.2 -11.2 7.9
H -0.476 -0.502 -4.281 2.1 7.2 -4.9
H -1.036 -2.247 -4.323 0.3 1.9 -0.1
H 0.279 -1.648 -3.172 -2.4 1.1 -2.1
H -1.239 -0.101 -2.350 0.0 1.0 2.5
H -2.739 -0.755 -3.138 2.1 -0.3 1.7
H -3.924 -2.719 -2.630 2.2 -0.5 2.0
H -3.955 -4.837 -1.302 -2.8 -2.2 -0.6
H -2.407 -5.180 0.709 0.4 -0.3 0.6
H -0.556 -3.781 0.957 -0.9 1.5 -2.2
H 1.595 -2.666 0.191 -1.5 1.9 -0.1
H 0.423 -1.660 1.310 1.7 -0.1 -1.2
H 2.834 -0.826 0.931 5.3 -1.2 3.0
H 2.008 -0.164 -0.604 1.9 0.1 -0.7
H 3.620 1.290 0.200 2.1 -1.9 -1.2
H 4.760 3.343 0.131 -3.4 1.3 2.5
H 3.259 5.431 0.895 -0.3 -0.4 1.0
H 1.032 4.843 2.138 -2.5 3.2 2.2
H -1.977 2.034 2.334 -1.2 -0.2 0.7
H -0.591 0.824 2.094 -2.6 0.3 -1.1
H -1.959 2.705 0.081 0.5 0.9 -0.4
H -0.508 1.524 -0.129 -2.0 0.1 -0.8
H -2.297 1.177 0.133 -4.4 -4.7 -1.9